{
  "formula": "C9H12OS",
  "method": "ωB97M-V/def2-TZVPD",
  "elements": ["S", "O", "C", "C", "C", "C", "C", "C", "C", "C", "C", "H", "H", "H", "H", "H", "H", "H", "H", "H", "H", "H", "H"],
  "positions_angstrom": [[-0.974, 1.643, 1.760], [-0.949, 3.100, 1.627], [1.768, -1.036, -1.647], [-1.859, 0.623, 0.099], [1.575, -0.934, -0.085], [-1.248, 1.009, 3.281], [-0.594, -0.337, -1.800], [0.442, -0.012, 0.338], [0.419, -1.243, -2.388], [0.591, 0.886, 1.355], [-0.696, 0.038, -0.527], [-0.810, 0.023, 3.147], [-1.477, -0.162, -2.419], [-2.543, 0.030, 0.652], [2.453, -0.681, 0.496], [1.291, -1.965, 0.383], [2.159, 0.010, -1.865], [1.491, 1.043, 1.913], [0.582, -0.940, -3.433], [2.637, -1.582, -2.070], [-2.038, 1.292, 3.827], [-2.360, 1.470, -0.262], [0.141, -2.276, -2.382]],
  "de_lowest_kcal_mol": 101.5,
  "e_homo_ev": -7.579,
  "total_charge": 0,
  "smiles": "C=[S@@]1(=O)C=C2CCCC=C2C1",
  "spin_multiplicity": 1,
  "e_tot_ev": -22405.17869,
  "largest_force_ev_per_a": 5.0,
  "homo_lumo_gap_ev": 7.81
}

{
  "formula": "C7H6F2N2",
  "method": "ωB97M-V/def2-TZVPD",
  "elements": ["F", "F", "N", "N", "C", "C", "C", "C", "C", "C", "C", "H", "H", "H", "H", "H", "H"],
  "positions_angstrom": [[-0.919, 3.583, 1.983], [-1.802, 1.000, -2.394], [0.186, -1.033, 0.957], [-1.898, 0.182, 0.771], [1.217, 0.605, -0.220], [-1.268, 2.522, 1.360], [-0.559, 1.205, -1.856], [-0.075, 0.573, -0.765], [1.351, -0.372, 0.700], [-0.799, -0.463, 0.024], [-1.588, 1.331, 1.332], [2.056, 1.335, -0.523], [0.187, -2.064, 1.024], [-1.224, -1.391, -0.441], [2.274, -0.503, 1.133], [-0.170, 2.121, -2.148], [-2.607, -0.299, 1.282]],
  "de_lowest_kcal_mol": 56.6,
  "e_homo_ev": -7.689,
  "total_charge": 0,
  "smiles": "FC#CN[C@@H]1NC=C/C1=C/F",
  "spin_multiplicity": 1,
  "e_tot_ev": -15766.16196,
  "largest_force_ev_per_a": 3.5,
  "homo_lumo_gap_ev": 8.32
}

{
  "formula": "C4H6BFLuNO4S",
  "method": "ωB97M-V/def2-TZVPD",
  "elements": ["Lu", "S", "F", "O", "O", "O", "O", "N", "C", "C", "C", "C", "B", "H", "H", "H", "H", "H", "H"],
  "positions_angstrom": [[0.191, -1.974, -2.518], [-3.348, 1.237, 1.138], [2.744, 0.391, 1.955], [4.308, 0.058, 0.436], [-0.823, -1.093, -0.769], [1.589, -0.579, -1.726], [-0.663, 0.632, 0.899], [2.287, 0.965, -0.219], [-1.947, 0.559, 0.281], [1.398, 0.011, -0.586], [3.240, 0.414, 0.760], [-2.126, -0.928, -0.055], [0.101, -0.386, 0.281], [-3.374, 2.481, 0.647], [-1.887, 1.042, -0.701], [-1.980, -1.580, 0.803], [2.863, 1.214, -1.026], [0.446, -1.300, 1.021], [-3.019, -1.164, -0.620]],
  "de_lowest_kcal_mol": 0.0,
  "e_homo_ev": -15.156,
  "total_charge": 2,
  "spin_multiplicity": 1,
  "e_tot_ev": -61756.39501,
  "largest_force_ev_per_a": 4.4,
  "homo_lumo_gap_ev": 3.43
}

{
  "formula": "C4H11NO",
  "method": "ωB97M-V/def2-TZVPD",
  "elements": ["O", "N", "C", "C", "C", "C", "H", "H", "H", "H", "H", "H", "H", "H", "H", "H", "H"],
  "positions_angstrom": [[2.492, -1.716, -0.769], [1.521, 0.429, 0.949], [-1.488, -0.227, -0.320], [-0.766, 0.967, 0.122], [0.126, 0.889, 1.407], [-2.311, -0.072, -1.329], [-1.450, 1.794, 0.210], [3.356, -2.153, -1.029], [1.558, -0.234, 0.228], [-0.082, 1.458, -0.785], [-3.148, -0.744, -1.581], [0.121, 1.896, 1.885], [-2.260, 0.636, -2.123], [1.939, -2.223, -1.278], [1.959, 0.054, 1.769], [-1.416, -0.999, 0.374], [-0.152, 0.245, 2.270]],
  "de_lowest_kcal_mol": 65.9,
  "e_homo_ev": -8.640,
  "total_charge": 0,
  "smiles": "C=CCCN.O",
  "spin_multiplicity": 1,
  "e_tot_ev": -7861.69419,
  "largest_force_ev_per_a": 4.2,
  "homo_lumo_gap_ev": 9.33
}

{
  "formula": "C29H20ClF3N2O4PRbS6",
  "method": "ωB97M-V/def2-TZVPD",
  "elements": ["Rb", "Cl", "S", "S", "S", "S", "S", "S", "P", "F", "F", "F", "O", "O", "O", "O", "N", "N", "C", "C", "C", "C", "C", "C", "C", "C", "C", "C", "C", "C", "C", "C", "C", "C", "C", "C", "C", "C", "C", "C", "C", "C", "C", "C", "C", "C", "C", "H", "H", "H", "H", "H", "H", "H", "H", "H", "H", "H", "H", "H", "H", "H", "H", "H", "H", "H", "H"],
  "positions_angstrom": [[0.637, -1.581, -0.468], [1.498, 1.045, 2.476], [1.205, -5.530, -0.832], [-5.086, -2.749, -0.421], [-1.612, -1.631, 2.003], [3.715, -0.713, -2.070], [-4.549, -1.502, 2.129], [-2.280, -3.187, -1.225], [-0.505, 1.647, 0.124], [1.658, 0.263, -3.407], [3.428, 1.510, -3.484], [3.321, -0.302, -4.667], [3.125, -2.026, -2.239], [-6.995, -1.926, 1.215], [5.133, -0.609, -2.305], [3.195, 0.030, -0.934], [1.869, -4.052, 1.213], [-0.422, -4.596, 1.104], [0.741, 5.593, 0.215], [-5.799, -2.035, 1.017], [-1.036, 1.822, 1.875], [0.848, -4.632, 0.652], [2.231, 4.352, -1.207], [-3.121, -2.019, 1.211], [-0.489, 1.511, 4.223], [-3.784, 3.141, -1.931], [-2.547, 3.090, -1.299], [1.507, 3.194, -0.953], [3.027, -4.300, 0.496], [0.017, 4.438, 0.465], [5.354, -4.070, -0.023], [4.285, -3.790, 0.809], [-3.370, -2.597, 0.011], [0.384, 3.231, -0.129], [-1.791, 1.832, 4.576], [5.193, -4.858, -1.162], [3.949, -5.372, -1.489], [-4.582, 2.007, -2.001], [-2.335, 2.145, 2.258], [1.847, 5.552, -0.628], [-4.136, 0.811, -1.453], [2.879, -5.088, -0.656], [-2.099, 1.898, -0.737], [-2.713, 2.151, 3.592], [-2.896, 0.755, -0.835], [3.000, 0.234, -3.480], [-0.132, 1.508, 2.887], [-0.608, -3.826, 1.757], [6.326, -3.647, 0.198], [3.103, 4.304, -1.847], [1.834, 2.248, -1.371], [4.394, -3.156, 1.678], [-2.085, 1.810, 5.618], [2.415, 6.454, -0.820], [-4.738, -0.088, -1.507], [-4.125, 4.073, -2.368], [-0.838, 4.466, 1.130], [-1.135, -4.578, 0.367], [-3.739, 2.376, 3.856], [-1.933, 3.980, -1.248], [0.242, 1.235, 4.969], [3.809, -5.956, -2.390], [-3.074, 2.359, 1.497], [-5.548, 2.052, -2.488], [-2.554, -0.187, -0.416], [0.447, 6.526, 0.681], [6.037, -5.042, -1.815]],
  "de_lowest_kcal_mol": 0.0,
  "e_homo_ev": -1.205,
  "total_charge": -2,
  "spin_multiplicity": 1,
  "e_tot_ev": -137205.26329,
  "largest_force_ev_per_a": 0.1,
  "homo_lumo_gap_ev": 5.06
}

{
  "formula": "C8H14IN",
  "method": "ωB97M-V/def2-TZVPD",
  "elements": ["I", "N", "C", "C", "C", "C", "C", "C", "C", "C", "H", "H", "H", "H", "H", "H", "H", "H", "H", "H", "H", "H", "H", "H"],
  "positions_angstrom": [[-4.210, 0.877, -0.136], [-1.229, -0.683, 1.014], [-3.035, -1.435, -2.057], [1.859, -0.934, 0.229], [1.300, 1.259, -0.642], [-1.968, -0.871, 0.067], [-2.693, -0.692, -0.913], [-0.353, 0.377, 1.251], [1.193, 0.322, 0.629], [2.240, 0.837, 1.564], [2.408, -0.842, -0.758], [-3.653, -2.328, -1.890], [2.523, -1.115, 1.061], [1.221, -1.895, 0.295], [2.189, 0.369, 2.537], [2.214, 1.996, 1.825], [3.116, 0.729, 0.945], [-2.237, -1.512, -2.812], [0.386, 1.753, -0.918], [1.521, 0.815, -1.687], [1.990, 2.021, -0.499], [-0.606, 1.386, 0.975], [-3.731, -0.763, -2.481], [-0.447, 0.330, 2.399]],
  "de_lowest_kcal_mol": 47.7,
  "e_homo_ev": -8.478,
  "total_charge": 0,
  "spin_multiplicity": 1,
  "e_tot_ev": -18108.96473,
  "largest_force_ev_per_a": 6.2,
  "homo_lumo_gap_ev": 7.73
}